Formula: C4H14N2O
Source: OMol25
Level of theory: ωB97M-V/def2-TZVPD

Positions of all 21 atoms, in Å:
1 C 1.315 -0.160 -2.523
2 C 0.251 -1.089 -2.147
3 C -0.029 -1.149 -0.545
4 N -0.214 0.214 -0.104
5 C -0.869 0.191 1.214
6 N -1.801 1.314 1.333
7 H 2.223 -0.644 -2.495
8 H 1.266 0.736 -1.965
9 H 1.307 -0.045 -3.567
10 H -0.809 -0.860 -2.512
11 H 0.368 -2.208 -2.394
12 H 0.870 -1.573 -0.152
13 H -0.823 -1.934 -0.271
14 H 0.618 0.840 -0.146
15 H -1.533 -0.786 1.285
16 H -0.171 0.144 2.162
17 H -1.502 2.162 0.831
18 H -2.706 1.092 0.790
19 O 1.001 1.010 3.562
20 H 0.099 1.198 3.297
21 H 1.138 1.548 4.347

Forces on atoms 1 to 2 (eV/Å):
-0.746 -0.559 -0.691
-4.256 -3.258 2.394

Charge: 0
Electronic energy, eV: -9400.8622
E_LUMO, eV: 1.0
SMILES: CCCNCN.O
Kohn-Sham gap, eV: 9.677

Mulliken atomic charge list, values in e, 4 entries:
1. C -1.159
2. C -0.442
3. C -0.660
4. N -0.288